1.
44
Properties=species:S:1:pos:R:3 method="wB97M-V/def2-TZVPD" e_tot_ev=-53497.106 smiles="CC(=O)Nc1cc(C(=O)NCc2ccco2)ccc1Sc1ccc(Cl)cc1" e_homo_ev=-8.4 de_lowest_kcal_mol=0.0
C -2.052 -5.451 -0.651
C -0.872 -4.509 -0.561
O 0.256 -4.813 -0.861
N -1.242 -3.275 -0.092
C -0.453 -2.159 0.145
C 0.862 -2.050 -0.302
C 1.609 -0.915 -0.030
C 3.006 -0.833 -0.562
O 3.302 -1.167 -1.689
N 3.907 -0.364 0.334
C 5.293 -0.125 -0.019
C 5.605 1.335 -0.028
C 5.315 2.314 -0.933
C 5.815 3.521 -0.385
C 6.367 3.186 0.812
O 6.241 1.868 1.040
C 1.046 0.145 0.676
C -0.264 0.058 1.106
C -1.011 -1.078 0.841
S -2.697 -1.166 1.428
C -3.408 0.286 0.699
C -2.926 0.828 -0.485
C -3.532 1.947 -1.023
C -4.626 2.511 -0.385
Cl -5.382 3.910 -1.062
C -5.123 1.963 0.788
C -4.510 0.850 1.330
H -2.812 -5.040 -1.313
H -2.489 -5.600 0.334
H -1.716 -6.407 -1.041
H -2.210 -3.156 0.192
H 1.304 -2.858 -0.861
H 3.603 -0.090 1.254
H 5.426 -0.549 -1.018
H 5.950 -0.633 0.693
H 4.814 2.184 -1.870
H 5.770 4.496 -0.824
H 6.863 3.769 1.562
H 1.612 1.045 0.866
H -0.719 0.877 1.644
H -2.079 0.384 -0.986
H -3.158 2.376 -1.940
H -5.976 2.407 1.275
H -4.881 0.414 2.244

2.
105
Properties=species:S:1:pos:R:3 method="wB97M-V/def2-TZVPD" e_tot_ev=-84358.798 total_charge=-1 e_homo_ev=-5.7 de_lowest_kcal_mol=0.0
Cl -0.107 0.004 -0.143
O -0.279 -1.398 -0.314
O -1.334 0.633 -0.551
O 0.160 0.349 1.242
O 0.978 0.385 -1.048
O 4.769 -2.173 1.451
C 4.425 -1.788 0.323
O 3.903 -2.629 -0.586
C 3.561 -1.976 -1.777
C 4.438 -0.771 -1.772
C 4.498 -0.402 -0.291
H 2.508 -1.741 -1.934
H 3.854 -2.599 -2.623
H 3.839 -0.064 -2.344
H 5.463 -0.825 -2.139
H 3.701 0.269 0.026
H 5.444 0.092 -0.067
O 1.055 -1.024 6.565
C 1.058 -1.349 5.364
O 2.220 -1.546 4.676
C 2.004 -1.940 3.299
C 0.628 -2.515 3.285
C -0.071 -1.741 4.426
H 2.823 -2.573 2.955
H 2.006 -1.065 2.650
H 0.760 -3.553 3.589
H 0.126 -2.498 2.317
H -0.878 -2.336 4.855
H -0.590 -0.828 4.133
O -4.968 -1.559 -2.378
C -4.264 -2.201 -1.656
O -3.608 -3.263 -2.067
C -2.770 -3.861 -1.047
C -3.498 -3.290 0.164
C -3.970 -1.914 -0.197
H -1.734 -3.644 -1.308
H -2.856 -4.945 -0.973
H -2.953 -3.310 1.108
H -4.407 -3.868 0.333
H -3.204 -1.150 -0.067
H -4.836 -1.687 0.425
O -0.627 4.702 4.183
C -0.691 4.420 3.006
O -1.801 3.895 2.504
C -1.621 3.639 1.148
C -0.360 4.337 0.687
C 0.369 4.516 2.002
H -2.479 3.939 0.547
H -1.445 2.566 1.074
H -0.655 5.318 0.315
H 0.272 3.749 0.021
H 0.989 5.402 2.138
H 0.953 3.599 2.066
O -4.100 1.298 -5.623
C -2.987 0.997 -5.231
O -1.883 1.567 -5.799
C -0.684 0.756 -5.633
C -1.066 -0.155 -4.426
C -2.624 -0.153 -4.237
H 0.201 1.343 -5.389
H -0.467 0.251 -6.575
H -0.597 0.357 -3.587
H -0.751 -1.193 -4.537
H -2.925 0.112 -3.223
H -3.203 -1.037 -4.504
N -3.427 1.102 1.458
C -3.705 1.372 2.753
C -5.073 1.596 2.881
C -5.600 1.563 1.594
C -4.561 1.207 0.744
H -2.505 1.062 1.048
H -2.932 1.400 3.508
H -5.645 1.818 3.769
H -6.616 1.817 1.331
H -4.545 1.163 -0.335
N 4.049 3.875 3.647
C 3.329 2.748 3.819
C 2.976 2.248 2.562
C 3.355 3.170 1.672
C 4.070 4.172 2.356
H 4.457 4.437 4.381
H 3.160 2.251 4.763
H 2.558 1.279 2.333
H 3.116 3.048 0.626
H 4.564 5.067 2.007
C 1.387 -4.642 -0.458
C 0.554 -5.842 0.020
O -0.535 -5.711 0.582
C 1.161 -7.226 -0.203
H 2.252 -4.398 0.159
H 0.755 -3.758 -0.545
H 1.745 -4.808 -1.473
H 1.956 -7.374 -0.934
H 0.295 -7.825 -0.485
H 1.356 -7.555 0.818
C -0.399 3.256 -3.011
C 0.946 3.659 -3.537
O 1.255 4.796 -3.890
C 1.979 2.563 -3.563
H -0.978 4.156 -2.804
H -0.287 2.648 -2.113
H -1.022 2.725 -3.731
H 1.663 1.545 -3.789
H 2.394 2.591 -2.556
H 2.785 2.870 -4.231